No. 1
Formula: C5H24Fe2O11
Source: the OMol25 dataset
Level of theory: the ωB97M-V functional and the def2-TZVPD basis

Values from the calculation:
- net charge = +1
- ⟨S²⟩ = 24.763
- electronic energy (hartree) = -3559.66694
- 2S+1 = 10
- Kohn-Sham gap (alpha / beta) (eV) = 4.17 / 7.32
- E_LUMO (alpha / beta) (eV) = -4.3 / -4.7

CARTESIAN COORDINATES (ANGSTROEM)
Fe 4.681970 34.955340 6.343050
Fe 10.253670 35.410690 5.895530
C 7.816910 34.907310 6.076770
O 6.658590 34.640900 6.209710
O 8.684420 34.533520 6.857190
O 8.325680 35.651670 5.250340
C 6.447410 31.013940 5.305240
C 5.503990 30.548510 4.162370
O 4.166630 30.713590 4.547630
H 6.193570 30.483340 6.222920
H 6.356140 32.059150 5.600710
H 7.515580 30.953890 5.096670
H 5.595040 29.473760 4.005120
H 5.830970 30.986690 3.219400
H 3.782280 29.966010 5.011310
C 5.987900 36.339820 1.070090
C 6.767670 35.706020 2.179820
O 6.712710 36.575860 3.357400
H 5.795690 35.551330 0.342450
H 6.577500 37.177100 0.696700
H 5.038070 36.693390 1.471240
H 7.820170 35.606270 1.914510
H 6.486040 34.689530 2.454640
H 7.420600 36.304060 3.946140
O 5.033210 36.327450 7.963450
H 5.725900 36.972710 8.105020
H 4.292960 36.653850 8.475030
O 10.690900 34.026320 4.268610
H 11.540130 34.003980 3.827550
H 10.053890 33.873640 3.570660
O 10.414760 36.871650 7.428060
H 9.590310 37.131230 7.839320
H 11.078540 37.407970 7.861640
O 7.131870 33.743050 9.224340
H 7.436970 34.058560 8.373690
H 7.654310 34.229350 9.862150
O 4.692480 33.425650 7.984690
H 5.452700 33.493340 8.562370
H 4.000660 33.065600 8.539640
O 7.655970 38.988230 5.190350
H 7.727360 38.100900 4.838520
H 6.914360 38.948020 5.794200

Atoms 1-6, force components in eV/Å:
-0.3 -0.4 -0.3
-1.6 -0.6 0.0
0.2 0.3 0.6
-4.6 -1.1 0.2
4.2 -3.2 5.3
1.8 4.4 -5.8

=====

No. 2
Formula: C50H129N9O17
Source: the OMol25 dataset
Level of theory: the ωB97M-V functional and the def2-TZVPD basis

Values from the calculation:
- net charge = 0
- electronic energy (hartree) = -3753.80331
- 2S+1 = 1
- SMILES string = COC[C@H](C)N.COC[C@H](C)N.COCCNCCOC.COCCNCCOC.COCCNCCOC.COCCNCCOC.COCCNCCOC.COCCNCCOC.COCCNCCOC.O
- Kohn-Sham gap (eV) = 8.97
- E_LUMO (eV) = 0.6

CARTESIAN COORDINATES (ANGSTROEM)
C 2.141835 -19.406891 15.517559
O 3.359915 -19.634164 16.126115
C 3.245984 -20.014463 17.563719
C 4.596583 -20.475946 18.067614
N 5.530880 -19.384013 18.035163
C 6.757743 -19.735118 18.822778
C 7.629430 -20.798822 18.158629
O 7.835168 -20.395780 16.794886
C 8.878023 -21.114680 16.173489
H 1.382857 -20.182404 15.620650
H 2.331377 -19.300374 14.449466
H 1.732357 -18.474034 15.905096
H 2.453751 -20.751615 17.694346
H 2.815212 -19.227928 18.183310
H 4.919744 -21.433501 17.659265
H 4.408451 -20.765848 19.101370
H 5.859634 -19.258526 17.088441
H 6.443302 -20.186640 19.763712
H 7.300386 -18.833070 19.105532
H 7.273533 -21.828603 18.127047
H 8.565943 -20.815503 18.716099
H 9.814647 -21.158222 16.729311
H 8.954121 -20.837037 15.122197
H 8.460404 -22.121482 16.180748
C 2.006728 -22.426696 20.844810
O 0.625245 -22.374838 21.218958
C -0.296213 -22.839178 20.209903
C -1.735020 -22.533170 20.708435
N -1.993052 -21.060472 20.739942
C -3.089736 -20.705715 21.585816
C -2.732943 -20.746174 23.065579
O -1.621134 -19.842797 23.419715
C -1.899320 -18.456895 23.328802
H 2.223925 -22.024925 19.855105
H 2.355591 -23.455948 20.760940
H 2.671579 -21.938465 21.557342
H 0.004034 -23.874435 20.048012
H -0.083612 -22.276001 19.301199
H -1.798918 -22.951439 21.712960
H -2.486613 -23.050099 20.111787
H -1.205592 -20.817686 21.323948
H -3.894694 -21.393495 21.326778
H -3.428860 -19.717732 21.274391
H -2.511833 -21.755471 23.412749
H -3.684547 -20.534769 23.553280
H -1.200719 -17.795277 23.840980
H -2.907479 -18.231193 23.676326
H -1.845452 -18.235583 22.262860
C -4.253703 -16.967328 20.322197
O -2.972808 -16.408653 20.297910
C -2.832429 -15.142594 20.943436
C -1.389461 -14.667431 20.971416
N -0.654915 -15.069253 22.192516
C 0.660980 -14.426197 22.291635
C 0.570203 -12.911176 22.638825
O 1.756176 -12.143052 22.845984
C 2.587218 -12.607262 23.905140
H -4.498709 -17.263197 21.342259
H -4.136189 -17.899485 19.769594
H -4.926864 -16.375301 19.702150
H -3.179019 -15.174669 21.976373
H -3.465189 -14.331129 20.583949
H -1.409629 -13.585074 20.844164
H -0.966982 -15.068103 20.049965
H -1.282695 -14.900055 22.965411
H 1.262944 -14.680306 21.419182
H 1.114122 -14.953135 23.131332
H -0.042990 -12.795122 23.532487
H 0.049574 -12.439386 21.805477
H 3.179193 -13.503323 23.718779
H 2.153513 -12.571904 24.904519
H 3.301235 -11.784121 23.878633
C 8.413496 -14.641704 23.853078
O 7.904715 -14.304527 25.132925
C 6.471590 -14.412969 25.117536
C 6.031545 -14.460968 26.589510
N 6.158569 -15.742901 27.226828
C 5.395924 -15.840134 28.462823
C 5.506547 -17.264162 29.063232
O 6.745407 -17.270940 29.738295
C 7.259341 -18.537153 30.111759
H 9.494698 -14.565991 23.737464
H 7.907192 -14.167989 23.012030
H 8.265280 -15.701061 23.643562
H 6.011717 -15.187163 24.503322
H 6.072997 -13.437412 24.839134
H 4.993019 -14.133321 26.636602
H 6.562678 -13.746749 27.218717
H 7.158823 -15.828853 27.337373
H 4.344198 -15.603469 28.301692
H 5.699515 -15.170151 29.267222
H 5.411871 -18.080440 28.347115
H 4.701743 -17.427443 29.779992
H 8.318785 -18.455683 30.354730
H 7.191897 -19.308725 29.344809
H 6.680925 -18.861223 30.976923
C -0.462790 -18.476535 18.810647
O 0.327541 -17.896447 17.782243
C 0.655908 -16.510221 18.103002
C 1.445786 -15.803582 16.908144
N 0.755793 -15.552403 15.636983
C 1.417794 -14.463998 14.805188
C 2.780746 -14.944841 14.253435
O 2.657511 -15.921703 13.228993
C 1.848991 -15.614950 12.109144
H -1.541579 -18.354872 18.713175
H -0.187870 -18.110449 19.799839
H -0.185449 -19.530641 18.817191
H 1.315551 -16.442355 18.968086
H -0.240544 -15.927783 18.315701
H 2.285539 -16.468564 16.706408
H 1.980899 -14.959828 17.343865
H 0.858413 -16.453719 15.192911
H 1.624135 -13.538513 15.342754
H 0.777214 -14.101724 14.001122
H 3.509798 -15.234158 15.010320
H 3.182578 -14.016458 13.847557
H 0.809628 -15.454928 12.395847
H 2.011198 -16.422139 11.394835
H 2.242442 -14.770921 11.542654
C -0.117475 -23.827697 23.884972
O 0.138927 -25.004842 24.754115
C 1.294318 -25.818003 24.421662
C 2.695543 -25.156485 24.516157
N 2.792540 -24.473590 25.744459
C 3.820626 -23.469497 25.757371
C 3.547186 -22.172999 24.965230
O 2.409953 -21.504509 25.526757
C 2.056989 -20.315532 24.868702
H -1.170526 -23.640532 24.095102
H -0.125902 -24.079459 22.824474
H 0.481840 -22.965587 24.177671
H 1.125190 -26.248359 23.434592
H 1.274071 -26.627138 25.151722
H 2.848041 -24.520943 23.643851
H 3.497510 -25.894344 24.539047
H 1.898754 -24.047475 25.943636
H 4.729984 -24.028476 25.536674
H 3.912735 -23.270615 26.825106
H 3.352183 -22.334975 23.905114
H 4.366411 -21.475425 25.139437
H 1.679962 -20.446095 23.854353
H 2.945056 -19.697306 24.737416
H 1.282711 -19.790243 25.427856
C 5.761876 -15.855122 17.447894
O 6.815562 -14.975937 17.120067
C 7.105848 -14.979324 15.737893
C 7.270302 -13.524839 15.251920
N 6.036873 -13.060263 14.690131
C 6.170739 -11.641115 14.279170
C 4.749992 -10.989744 14.118532
O 3.880758 -11.306789 15.200870
C 2.676842 -10.553308 15.060876
H 5.926789 -16.928654 17.356030
H 4.895117 -15.736862 16.797626
H 5.468017 -15.677135 18.482336
H 6.426247 -15.522874 15.081539
H 8.059107 -15.485455 15.585489
H 8.067669 -13.429202 14.514925
H 7.499563 -12.917876 16.127787
H 5.287840 -13.049950 15.367583
H 6.675622 -11.601322 13.313974
H 6.814152 -11.078671 14.955766
H 4.286261 -11.322199 13.189816
H 4.933810 -9.915398 14.128242
H 2.126293 -10.952447 15.912750
H 2.102229 -10.741884 14.154036
H 2.848504 -9.492839 15.245368
C 8.297980 -19.601331 22.791941
C 6.899463 -19.204327 23.184424
C 6.656222 -19.306932 24.772220
O 7.037904 -20.625051 25.163765
C 6.886584 -20.809568 26.557340
N 6.585319 -17.865007 22.740435
H 8.400120 -20.685200 22.738083
H 9.047543 -19.219836 23.485274
H 8.479768 -19.306329 21.758487
H 6.264299 -19.940956 22.692442
H 5.637398 -19.106994 25.104065
H 7.288124 -18.595522 25.303909
H 5.829520 -20.830382 26.822449
H 7.469199 -20.095444 27.139311
H 7.242367 -21.779424 26.905041
H 7.146579 -17.136018 23.157166
H 5.637792 -17.707462 23.052633
C 3.167968 -19.234077 21.125052
C 3.359942 -17.688467 21.012034
C 3.006747 -16.918982 22.305968
O 3.946148 -17.346976 23.316072
C 3.727127 -16.773373 24.588526
N 4.683500 -17.405699 20.423820
H 2.771994 -19.641910 20.195003
H 2.406613 -19.372152 21.892764
H 3.987053 -19.794114 21.576225
H 2.795683 -17.241165 20.193713
H 2.020925 -17.198494 22.677590
H 3.030584 -15.842850 22.134325
H 4.567098 -16.780282 25.283140
H 2.906580 -17.224865 25.146157
H 3.394632 -15.735643 24.562686
H 4.777399 -18.133418 19.729770
H 5.314018 -17.801585 21.106332
O 5.397702 -14.683136 20.922499
H 6.160416 -14.542985 20.361382
H 5.137840 -15.588574 20.752518

Atoms 1-6, force components in eV/Å:
-0.6 1.0 -0.7
0.9 -1.3 2.6
-0.3 0.1 -1.9
-1.3 -0.1 0.5
1.6 -0.4 1.0
-1.1 -0.7 -0.3

=====

No. 3
Formula: C32H34AuBrNO2Sb2
Source: the OMol25 dataset
Level of theory: the ωB97M-V functional and the def2-TZVPD basis

Values from the calculation:
- net charge = +1
- energy relative to the best compared isomer or geometry (same formula, charge and spin) (kJ/mol) = 62.8
- electronic energy (hartree) = -4634.92399
- 2S+1 = 1
- Kohn-Sham gap (eV) = 6.37
- E_LUMO (eV) = -4.9

CARTESIAN COORDINATES (ANGSTROEM)
Au 2.184094 1.013747 0.795871
C -0.612009 -3.225388 1.577752
C -1.870959 -2.835296 0.855702
C -2.972060 -3.686481 0.798773
C -4.125456 -3.319994 0.120969
C -4.211632 -2.089754 -0.514970
C -3.132614 -1.219468 -0.472908
C -1.988911 -1.611765 0.207266
Sb -0.488944 -0.127857 0.164454
C -0.301945 0.309608 -1.903895
C 0.029506 1.594077 -2.324246
C 0.243225 1.878529 -3.660637
C 0.145045 0.860008 -4.595187
C -0.148455 -0.426128 -4.179591
C -0.377048 -0.738991 -2.838888
C -0.694243 -2.175489 -2.505386
C -1.686189 1.199145 1.388548
C -2.224465 0.456645 2.444966
C -3.139386 1.002896 3.330343
C -3.523633 2.324850 3.172375
C -2.977775 3.076042 2.143991
C -2.066139 2.537536 1.233562
C -1.550286 3.415280 0.130579
H -0.649068 -4.261978 1.906947
H -0.456365 -2.605987 2.466495
H 0.264888 -3.105551 0.937756
H -2.920117 -4.650037 1.290121
H -4.964371 -4.002258 0.087041
H -5.110486 -1.806190 -1.045421
H -3.193493 -0.258621 -0.972866
H 0.174340 2.382967 -1.603703
H 0.505339 2.883244 -3.963702
H 0.315347 1.062668 -5.644347
H -0.199640 -1.224347 -4.910026
H -0.438374 -2.813063 -3.350421
H -1.753570 -2.315472 -2.292910
H -0.129255 -2.540762 -1.646788
H -1.954375 -0.587363 2.574806
H -3.549548 0.398776 4.128867
H -4.246642 2.770225 3.842618
H -3.285609 4.107184 2.016994
H -1.932009 4.430041 0.231237
H -1.851468 3.043036 -0.848430
H -0.459048 3.470020 0.150378
N 5.226852 1.729451 1.391084
C 4.122895 1.477587 1.177024
Br 3.074888 -6.076979 -2.483839
C 3.116346 -4.219441 -2.821956
C 3.566769 -3.752239 -4.047941
C 3.596298 -2.385426 -4.291848
C 3.184750 -1.491393 -3.318040
C 2.727212 -1.976276 -2.097428
C 2.695203 -3.342761 -1.839518
C 2.313215 -1.037052 -1.035073
O 2.632292 0.187073 -1.130222
O 1.635334 -1.427143 -0.030185
H 3.898585 -4.452583 -4.801922
H 3.951486 -2.022343 -5.246773
H 3.210109 -0.424310 -3.491075
H 2.349012 -3.705950 -0.881960
C 0.113640 2.232775 4.407123
Sb 1.546366 2.353582 2.864793
C 1.218814 4.312624 2.121970
C 3.269565 2.650114 4.044404
H 0.174821 3.218044 4.869133
H 0.410036 1.466043 5.118784
H -0.885453 2.045680 4.035586
H 1.729463 5.006999 2.787244
H 0.152682 4.532562 2.113890
H 1.623683 4.408644 1.117524
H 3.056064 3.462760 4.738423
H 4.110752 2.896665 3.404484
H 3.502129 1.745009 4.602226

Atoms 1-6, force components in eV/Å:
-1.3 -0.8 -0.2
0.0 -0.1 0.0
0.0 0.0 -0.1
0.0 0.0 0.0
0.0 0.0 0.0
0.0 0.1 0.0

=====

Among the records above, which one has the lowest electronic energy?
C32H34AuBrNO2Sb2